Record 1
12 unconnected molecules or ions with the total composition C16H56N8O12 in a non-equilibrium geometry, computed with ωB97M-V with the def2-TZVPD basis set.

Its total energy is -53985.7797 eV. The value obtained for the energy above the lowest of the compared OMol25 structures with the same formula, charge and spin is 861.2 kJ/mol. Its SMILES is NC(N)=O.NC(N)=O.NC(N)=O.NC(N)=O.CCO.CCO.CCO.CCO.CO.CO.CO.CO. As for the largest force on an atom: 9.63 eV Å⁻¹. The calculation puts the orbital gap at 8.129 eV.

Structure (ORCA input):
```
! wB97M-V def2-TZVPD RIJCOSX def2/J DEFGRID3
* xyz 0 1
N 2.36 18.17 -4.35
C 2.74 17.17 -5.10
N 3.42 17.66 -6.12
O 2.24 15.91 -4.99
H 2.00 17.97 -3.36
H 2.75 19.12 -4.39
H 3.90 17.00 -6.72
H 3.78 18.69 -5.95
N 1.95 19.39 -7.59
C 0.75 19.74 -7.19
N 0.56 19.25 -6.02
O -0.09 20.59 -7.92
H 2.28 19.65 -8.48
H 2.49 18.58 -7.22
H -0.42 19.43 -5.63
H 1.23 18.68 -5.43
N 3.83 20.28 -6.04
C 3.70 20.90 -4.90
N 2.50 20.89 -4.46
O 4.75 21.35 -4.17
H 4.69 20.51 -6.54
H 3.00 20.03 -6.72
H 2.27 21.35 -3.53
H 1.70 20.53 -4.97
N 1.59 13.27 -6.28
C 0.78 12.45 -6.92
N -0.11 12.96 -7.81
O 0.66 11.12 -6.66
H 2.30 12.80 -5.66
H 1.54 14.30 -6.21
H -0.64 12.24 -8.28
H -0.15 13.98 -8.03
C -1.08 15.64 -5.12
C -2.13 16.01 -6.19
O -2.95 16.99 -5.60
H -0.38 14.82 -5.47
H -1.49 15.28 -4.17
H -0.38 16.45 -4.92
H -2.69 15.09 -6.50
H -1.64 16.33 -7.16
H -3.84 16.96 -5.94
C 1.82 14.88 -1.17
C 0.89 14.40 -2.24
O 1.52 13.58 -3.23
H 2.58 14.25 -0.75
H 1.29 15.49 -0.36
H 2.51 15.58 -1.72
H 0.50 15.26 -2.66
H 0.22 13.76 -1.71
H 1.92 14.24 -3.86
C -0.37 18.16 -2.57
C 0.48 18.21 -1.31
O 1.86 18.23 -1.64
H 0.06 17.36 -3.21
H -0.33 19.09 -3.16
H -1.41 17.97 -2.36
H 0.20 17.34 -0.66
H 0.16 19.15 -0.82
H 2.30 18.82 -0.94
C 6.42 18.47 -5.01
C 7.39 19.51 -4.48
O 8.37 19.74 -5.51
H 6.85 17.48 -5.00
H 6.09 18.69 -6.00
H 5.46 18.36 -4.48
H 7.81 19.18 -3.53
H 6.93 20.50 -4.28
H 9.16 20.21 -5.20
C 5.12 15.32 -3.90
O 6.16 14.44 -3.66
H 4.10 14.92 -3.76
H 5.22 15.60 -4.96
H 5.33 16.23 -3.30
H 5.95 13.52 -3.94
C 5.86 16.16 -8.31
O 4.50 16.07 -8.07
H 6.06 16.80 -9.15
H 6.31 15.19 -8.50
H 6.38 16.50 -7.42
H 4.08 16.40 -8.85
C 5.03 19.77 -1.70
O 6.00 20.80 -1.51
H 5.47 19.17 -2.52
H 4.00 20.16 -2.00
H 5.00 19.24 -0.79
H 6.86 20.36 -1.34
C 1.02 16.24 -7.98
O 0.05 15.56 -8.72
H 1.79 15.62 -7.51
H 0.57 16.75 -7.12
H 1.48 16.89 -8.67
H -0.67 16.11 -9.01
*
```

For reference, the Mulliken charges in units of e are: 0.629, -0.748, 1.498, 0.199, -1.077, 0.019, 0.117, -0.520, -0.035, 0.430, 0.219, -0.771, 0.219, 0.380, 0.187, -0.116, -0.281, 0.208, -0.205, -0.675, 0.253, 0.422, 0.313, 0.304, 0.056, 0.413, -0.241, -0.794, 0.195, -0.310, 0.210, 0.310, 0.129, -0.336, -0.516, -0.031, 0.598, -0.597, 0.433, 0.004, 0.294, -0.886, 0.919, -0.600, 0.399, 0.240, -0.034, -0.755, 0.483, 0.015, -0.338, -0.456, -0.450, -0.659, 0.310, 0.403, 0.157, 0.518, 0.256, -0.093, -0.448, -0.561, 0.542, 0.135, -0.518, 0.362, 0.203, 0.306, 0.289, -0.617, 0.031, -0.101, 0.059, 0.344, -0.680, -0.511, 0.308, 0.259, 0.201, 0.297, 0.258, -0.562, -0.175, -0.258, 0.425, 0.333, -0.069, -0.706, -0.124, 0.068, 0.329, 0.369



Record 2
A molecular structure, C4H8O2 in a non-equilibrium geometry, computed with ωB97M-V with the def2-TZVPD basis set.

Its total energy is -8369.8767 eV. The value obtained for the energy above the lowest of the compared OMol25 structures with the same formula, charge and spin is 328.5 kJ/mol. As for the largest force on an atom: 4.56 eV Å⁻¹. The calculation puts the orbital gap at 9.988 eV.

Structure (ORCA input):
```
! wB97M-V def2-TZVPD RIJCOSX def2/J DEFGRID3
* xyz 0 1
C 0.55 -1.37 0.57
C -0.64 -0.51 0.11
C -0.49 0.55 -0.95
C -0.78 0.95 0.49
H 1.16 -1.69 -0.40
H 1.28 -0.78 1.36
H 0.03 -2.52 1.03
H -1.52 -1.07 -0.04
H -1.23 0.71 -1.69
H 1.42 0.18 -1.43
H -1.73 1.34 0.70
H 0.95 1.69 0.43
O 0.73 0.96 -1.35
O 0.27 1.56 1.18
*
```

For reference, the Mulliken charges in units of e are: -1.040, -0.003, -0.184, -0.282, 0.234, 0.232, 0.274, 0.439, 0.383, 0.336, 0.394, 0.390, -0.603, -0.570